This record from the Open Molecules 2025 dataset describes a molecular structure, C55H37I4N9S2V. The level of theory is ωB97M-V/def2-TZVPD.

The geometry in XYZ format:
```
108
Properties=species:S:1:pos:R:3:forces:R:3
V 0.068034 -0.026958 -0.121636 0.50 -0.78 -0.40
I -1.696740 8.607600 2.945710 0.00 0.00 0.00
C -1.103405 6.743797 2.205275 0.00 0.02 -0.01
C -1.147169 5.666041 2.981344 0.01 -0.03 0.01
C -0.770413 4.315641 2.459106 0.03 0.00 0.00
C -0.084921 4.329844 1.087267 0.00 0.00 0.05
C -0.177981 5.575275 0.280386 -0.02 -0.02 -0.01
C -0.629897 6.709023 0.816327 -0.01 -0.01 0.02
C 0.081853 2.901016 0.387605 0.05 0.03 -0.16
C -0.256360 2.770378 -1.046699 -0.16 0.08 0.03
C -0.693823 3.676372 -2.029713 0.09 -0.07 0.13
C -0.701367 2.974799 -3.214616 0.03 -0.18 -0.06
C -0.301356 1.656204 -2.913680 0.08 0.19 -0.06
C -0.090050 0.639728 -3.835519 0.04 -0.29 0.05
C -0.284602 0.963679 -5.277456 -0.01 0.01 0.00
C 0.811068 1.125378 -6.117528 0.01 0.01 0.01
C 0.637603 1.429340 -7.460428 -0.01 -0.01 0.01
C -0.646101 1.570459 -7.964701 -0.01 0.01 -0.01
I -0.918066 2.025109 -9.984556 0.00 0.00 0.00
C -1.752087 1.412346 -7.143039 0.01 -0.01 0.03
C -1.564746 1.110209 -5.801640 0.01 0.00 -0.01
C 0.240368 -0.658170 -3.490761 0.00 0.39 -0.27
N 0.338260 -1.155173 -2.206173 -0.10 0.21 0.64
C 0.328561 -2.506751 -2.376165 -0.15 -0.24 0.22
C 0.191257 -3.462778 -1.363732 0.00 0.22 0.15
C -0.148594 -4.860034 -1.754921 0.04 0.02 0.01
C 0.814237 -5.864108 -1.765278 -0.02 -0.03 0.05
C 0.484729 -7.163652 -2.125922 -0.01 0.03 0.01
C -0.823261 -7.460420 -2.479143 0.01 -0.02 -0.01
I -1.330838 -9.413419 -3.016074 0.00 0.00 0.00
C -1.796934 -6.473011 -2.486861 0.02 0.03 0.01
C -1.450807 -5.177951 -2.127231 -0.02 0.01 -0.06
C 0.413548 -3.188236 -0.021440 -0.02 -0.13 -0.40
C 0.477976 -4.188625 1.008916 -0.01 -0.04 0.17
C 1.081732 -3.600527 2.075337 -0.08 -0.06 -0.13
C 1.362675 -2.250056 1.694737 0.28 0.08 0.28
N 0.851397 -1.977360 0.445664 -0.18 0.62 -0.22
C 2.269166 -1.420670 2.340633 -0.13 -0.13 -0.09
C 2.632759 -0.169329 1.880812 0.18 0.06 0.14
C 3.609943 0.657229 2.500168 -0.07 -0.26 0.01
C 3.446619 1.905823 1.978300 -0.21 0.07 -0.16
C 2.354395 1.819737 1.075580 0.12 0.14 0.04
N 1.915646 0.566706 0.925063 -0.39 0.12 -0.05
C 2.917540 -1.922189 3.586241 0.00 -0.02 -0.02
C 3.942854 -2.859321 3.527643 -0.01 -0.02 0.01
C 4.544246 -3.326501 4.688257 -0.02 0.01 -0.01
C 4.107946 -2.855088 5.917440 0.02 -0.01 0.01
I 4.999031 -3.559056 7.669412 0.00 0.00 0.00
C 3.088993 -1.917883 5.996782 -0.02 0.00 -0.03
C 2.502062 -1.453938 4.827880 0.02 0.03 0.01
C 0.321287 -2.871739 -3.767089 0.02 0.04 -0.15
C 0.281362 -1.716198 -4.462615 0.00 -0.14 0.08
N -0.045423 1.547593 -1.555040 0.07 -0.06 0.24
H -1.504214 5.727098 4.003414 0.01 0.00 -0.01
H -1.628416 3.646784 2.541695 0.00 0.01 0.01
H 0.264679 5.600174 -0.704854 0.00 -0.01 0.00
H -0.607556 7.633572 0.255722 0.00 0.00 0.01
H -0.996035 4.697793 -1.895824 0.01 0.01 0.01
H -0.965143 3.341386 -4.193376 -0.01 -0.01 0.00
H 1.810526 1.014328 -5.714941 -0.01 0.00 0.00
H 1.496728 1.555968 -8.104868 0.00 0.00 0.00
H -2.751429 1.519348 -7.542298 0.01 0.00 0.00
H -2.422553 0.980628 -5.152857 0.00 0.00 0.00
H 1.833289 -5.624648 -1.486180 -0.01 0.00 0.00
H 1.241858 -7.935830 -2.131842 0.00 0.00 0.00
H -2.811846 -6.707252 -2.778077 0.00 0.00 0.00
H -2.193444 -4.387843 -2.160317 0.01 0.00 0.00
H 0.188746 -5.220732 0.892275 0.00 0.01 0.01
H 1.374455 -4.056554 3.008425 0.00 0.00 -0.01
H 4.310914 0.332509 3.252784 -0.01 0.00 -0.02
H 3.977137 2.811613 2.229521 -0.01 -0.01 0.00
H 4.274568 -3.223981 2.563022 0.00 0.00 0.01
H 5.344697 -4.051500 4.632449 0.00 0.00 0.00
H 2.758344 -1.548066 6.957852 0.00 0.00 0.00
H 1.720156 -0.704325 4.876275 0.01 0.00 0.00
H 0.337226 -3.880499 -4.146882 0.00 0.02 0.01
H 0.243079 -1.582448 -5.531478 0.01 0.00 0.02
C -1.325935 -0.288311 4.034369 0.01 -0.02 0.02
C -0.851978 0.123098 2.681594 0.03 0.01 0.01
N -1.015701 -0.599091 1.640874 0.11 0.03 -0.22
N -1.750219 -1.748278 1.690688 -0.02 0.02 -0.04
C -2.398998 -2.100465 0.561871 0.05 -0.09 0.08
N -3.159590 -3.214291 0.655115 0.00 0.03 -0.06
S -2.244598 -1.205197 -0.833428 0.00 0.22 0.05
C -0.298281 1.440573 2.335961 0.05 -0.06 0.09
C 0.250119 2.220389 3.289141 -0.03 0.02 0.01
C 0.535444 3.660078 3.042748 0.03 0.02 -0.04
C 1.301805 4.079921 1.731143 -0.03 -0.03 -0.01
C 1.620686 3.030734 0.648294 0.04 0.05 -0.01
N -0.467320 1.686345 0.988710 -0.16 -0.03 -0.05
H -0.900016 -1.254147 4.321490 0.01 0.01 0.00
H -1.063525 0.445048 4.789631 0.00 0.00 -0.01
H -2.415682 -0.383667 4.020206 0.00 0.00 0.00
H -1.832439 -2.266177 2.552605 0.04 -0.01 -0.01
H -2.945487 -3.904602 1.357434 0.00 0.00 0.01
H -3.534384 -3.562890 -0.210314 0.00 -0.02 0.01
H 0.336005 1.844918 4.299513 -0.01 0.00 -0.01
H 0.932142 4.145007 3.933419 0.00 -0.01 0.01
H 1.991201 4.909757 1.878865 0.00 0.00 0.00
H 2.098721 3.538245 -0.194864 -0.03 0.00 0.00
S -3.747963 4.026419 0.489635 0.05 0.00 0.02
C -3.854550 3.162938 -0.980701 -0.04 0.00 -0.04
C -3.935195 1.833287 -0.727885 0.08 -0.06 0.04
N -3.909652 1.476524 0.598704 -0.08 0.07 0.06
C -3.815267 2.535006 1.339553 0.01 -0.03 -0.02
H -3.835112 3.660211 -1.935845 0.00 -0.01 0.02
H -3.992643 1.060981 -1.480369 -0.02 0.01 0.01
H -3.769592 2.509946 2.420009 -0.03 0.00 -0.02
```
Positions in Å, forces in eV/Å.

Values from the calculation:
⟨S²⟩: 0.77
HOMO-LUMO gap (spin up / spin down): 4.68 / 4.66 eV
Spin multiplicity: 2
Net charge: 0